Record 1
Below is C14H26BrEuN6S as an isolated structure, with properties calculated with wB97M-V/def2-TZVPD.

Structure (XYZ):
```
49
Properties=species:S:1:pos:R:3:mulliken_charge:R:1
Eu 0.38 -0.92 0.38 1.0914
C -0.80 3.35 0.55 -2.3171
C -1.23 1.97 0.14 0.9486
N -1.25 0.98 0.96 -0.3864
N -0.95 1.24 2.27 -0.1884
C -0.89 0.24 3.19 0.6269
N -0.74 0.60 4.45 -0.3422
S -1.02 -1.39 2.76 -0.4171
C -1.75 1.81 -1.23 0.3256
C -2.61 2.73 -1.70 -0.3269
C -3.14 2.72 -3.04 -0.9726
C -2.49 2.00 -3.95 -0.8323
C -1.27 1.22 -3.53 0.4031
N -1.45 0.64 -2.13 0.4947
H 0.24 3.30 0.89 0.5186
H -1.41 3.76 1.36 0.5719
H -0.84 4.05 -0.28 0.4927
H -0.74 2.19 2.56 0.2856
H -0.69 1.56 4.75 0.2107
H -0.63 -0.11 5.16 0.2390
H -2.89 3.55 -1.04 0.5821
H -3.99 3.35 -3.29 0.5415
H -2.75 2.00 -5.00 0.5233
H -1.17 0.37 -4.20 0.7105
C 2.97 -1.76 -1.38 -1.0182
N 1.66 -2.39 -1.06 -0.0074
C 1.90 -3.81 -0.74 -0.9493
C 0.75 -2.32 -2.23 -1.5377
C 0.36 -0.91 -2.70 -0.2424
N -0.27 -0.06 -1.67 -0.3761
C -0.02 2.10 -3.62 -1.3864
C -2.63 -0.30 -2.11 -0.9363
H 3.67 -1.94 -0.57 0.3630
H 2.87 -0.68 -1.50 0.3448
H 3.39 -2.19 -2.30 0.3743
H 2.35 -4.33 -1.59 0.3746
H 0.96 -4.31 -0.49 0.3551
H 2.57 -3.89 0.11 0.3528
H -0.16 -2.87 -1.96 0.4356
H 1.22 -2.82 -3.09 0.4991
H -0.29 -1.11 -3.55 0.3920
H 1.25 -0.41 -3.10 0.3048
H 0.34 2.12 -4.64 0.4009
H 0.78 1.72 -2.98 0.2640
H -0.23 3.13 -3.32 0.4049
H -3.54 0.22 -2.38 0.5435
H -2.72 -0.70 -1.10 0.3066
H -2.45 -1.11 -2.82 0.3843
Br 2.14 0.79 1.30 -0.4295
```

## Properties
Gap between HOMO and LUMO (alpha / beta) ... 7.53 / 8.44 eV
Electronic energy ... -4559.57531 a.u.
Charge ... +2
Max |F| ... 0.014 hartree/bohr
2S+1 ... 7

Record 2
Below is C36H28I2N7O3PSTi as an isolated structure in a non-equilibrium geometry, with properties calculated with wB97M-V/def2-TZVPD.

Structure (XYZ):
```
79
Properties=species:S:1:pos:R:3:mulliken_charge:R:1
Ti -10.78 -17.75 -1.75 -0.7912
N -12.32 -20.73 -1.80 0.1280
P -11.40 -20.03 -0.55 1.5357
C -12.66 -19.89 0.75 0.4144
C -13.52 -20.95 0.93 -0.5625
C -14.24 -21.10 2.12 -0.8122
C -14.19 -20.09 3.05 -0.3934
C -13.29 -18.99 2.94 -0.8451
C -12.52 -18.91 1.80 -0.2058
C -10.40 -21.42 0.04 0.5544
C -10.13 -22.45 -0.88 -0.5630
C -9.63 -23.69 -0.44 -0.5767
C -9.48 -23.90 0.92 -0.5146
C -9.54 -22.87 1.82 -0.4871
C -10.01 -21.64 1.41 -0.7450
C -12.84 -19.96 -2.77 0.2165
C -13.80 -20.48 -3.70 -1.0102
C -14.17 -19.66 -4.78 -0.3972
C -13.67 -18.33 -4.80 -1.0039
C -13.00 -17.88 -3.72 -0.6014
N -12.44 -18.71 -2.78 0.7094
H -12.49 -21.73 -1.98 0.3796
H -13.64 -21.67 0.13 0.3397
H -14.76 -22.01 2.30 0.4496
H -14.79 -20.19 3.98 0.3342
H -13.34 -18.20 3.69 0.4290
H -11.72 -18.17 1.76 0.3947
H -10.33 -22.30 -1.94 0.3613
H -9.34 -24.38 -1.22 0.4260
H -9.33 -24.94 1.26 0.3650
H -9.04 -23.08 2.83 0.3174
H -10.04 -20.80 2.09 0.4750
H -14.13 -21.51 -3.62 0.4484
H -14.82 -20.06 -5.60 0.3924
H -13.94 -17.76 -5.67 0.5349
H -12.83 -16.81 -3.53 0.6687
N -9.52 -19.04 -9.01 -0.5021
C -9.52 -18.13 -8.00 0.8890
C -8.22 -17.64 -7.56 -0.8560
C -8.10 -17.12 -6.25 -0.4699
C -9.27 -16.80 -5.55 -0.2881
C -10.49 -16.87 -6.21 -0.2668
C -10.66 -17.59 -7.34 -0.6784
S -9.22 -16.54 -3.75 1.6404
O -10.68 -16.30 -3.27 -0.7198
O -8.21 -15.61 -3.31 -0.6959
N -9.18 -18.03 -2.95 0.8050
C -8.03 -18.76 -2.76 0.0019
N -7.02 -18.67 -3.63 -0.3689
C -6.01 -19.52 -3.48 -0.2536
C -6.03 -20.57 -2.57 -0.8953
C -7.14 -20.67 -1.77 -0.0494
N -8.13 -19.75 -1.85 -0.0405
H -8.61 -19.37 -9.42 0.2267
H -10.40 -19.33 -9.47 0.2193
H -7.27 -17.77 -8.13 0.2656
H -7.23 -16.82 -5.71 0.5177
H -11.39 -16.51 -5.69 0.4552
H -11.65 -17.66 -7.77 0.3698
H -5.16 -19.36 -4.12 0.4704
H -5.13 -21.19 -2.50 0.3820
H -7.37 -21.48 -1.06 0.3868
I -13.85 -13.57 -1.35 0.0376
C -12.22 -14.18 -0.27 -0.6786
C -11.75 -13.25 0.69 -0.5069
C -10.46 -13.44 1.25 -0.3807
I -9.91 -11.95 2.65 0.0907
C -9.78 -14.63 0.99 1.0348
C -8.40 -14.80 1.43 -0.7676
C -7.72 -15.88 0.94 -1.0739
C -8.36 -16.89 0.24 -0.0396
N -9.65 -16.80 -0.15 0.6032
C -10.40 -15.69 0.31 -0.0661
C -11.64 -15.50 -0.40 0.9056
O -12.16 -16.46 -1.08 -0.3884
H -12.21 -12.34 0.95 0.4315
H -7.92 -14.09 2.11 0.2100
H -6.62 -15.97 0.86 0.3546
H -7.74 -17.76 -0.05 0.3240
```

## Properties
Gap between HOMO and LUMO (alpha / beta) ... 6.79 / 6.85 eV
Electronic energy ... -4181.94331 a.u.
Charge ... +1
Max |F| ... 0.067 hartree/bohr
Relative energy (zero: lowest compared OMol25 entry of this formula, charge and spin) ... 48.4 kcal per mole
2S+1 ... 2

Record 3
Below is a 8-piece molecular cluster, C47H74B2F8N9O3 overall in a non-equilibrium geometry, with properties calculated with wB97M-V/def2-TZVPD.

Structure (XYZ):
```
143
Properties=species:S:1:pos:R:3:mulliken_charge:R:1
C 10.39 -10.50 -16.60 -1.0767
C 10.49 -9.59 -15.43 0.5861
O 11.28 -8.79 -15.17 -0.3574
N 9.33 -9.71 -14.40 -0.1281
H 9.18 -10.68 -14.11 0.4249
H 9.77 -9.43 -13.52 0.3765
C 8.12 -8.84 -14.67 -0.6537
H 9.88 -10.04 -17.45 0.2352
H 10.10 -11.53 -16.42 0.4176
H 11.37 -10.57 -17.08 0.3796
H 8.54 -7.89 -15.00 0.0759
H 7.55 -8.74 -13.75 0.3698
H 7.52 -9.27 -15.46 0.3220
C 4.75 -1.88 -14.09 -0.8271
N 3.29 -1.92 -14.35 0.1847
C 2.85 -2.21 -15.61 -0.5644
C 1.54 -2.56 -15.82 -0.6714
C 0.62 -2.60 -14.76 0.8169
C 1.10 -2.25 -13.47 -0.6955
C 2.46 -2.00 -13.28 -0.5032
C -0.81 -3.04 -14.94 0.4789
C -1.12 -4.20 -15.62 -0.8311
C -2.47 -4.62 -15.76 -0.6735
N -3.44 -3.75 -15.43 0.1031
C -3.12 -2.57 -14.84 -0.5143
C -1.80 -2.20 -14.49 -0.7154
C -4.86 -3.95 -15.71 -0.9352
H 4.96 -2.07 -13.04 0.3847
H 5.00 -0.82 -14.17 0.4282
H 5.27 -2.58 -14.74 -0.1272
H 3.58 -2.31 -16.41 0.7717
H 1.20 -2.76 -16.83 0.6790
H 0.31 -2.32 -12.74 0.6341
H 3.05 -1.86 -12.39 0.5332
H -0.28 -4.80 -15.95 1.0064
H -2.77 -5.51 -16.28 0.5432
H -3.88 -1.87 -14.53 0.4474
H -1.62 -1.22 -14.08 0.5464
H -5.22 -3.46 -16.61 0.3688
H -5.48 -3.60 -14.88 0.3766
H -5.16 -4.99 -15.80 0.3720
C 8.02 -5.51 -11.49 -1.3218
N 8.85 -5.32 -10.28 0.2579
C 10.19 -5.58 -10.30 -0.1685
C 10.94 -5.41 -9.16 -0.8671
C 10.27 -5.25 -7.92 0.7452
C 8.90 -5.00 -7.94 -0.5938
C 8.21 -4.98 -9.09 -0.2311
C 11.16 -5.14 -6.78 0.6486
C 12.43 -4.50 -6.71 -0.7262
C 13.32 -4.56 -5.64 -0.1591
N 12.84 -5.15 -4.51 0.0177
C 11.65 -5.84 -4.48 -0.3140
C 10.82 -5.86 -5.61 -0.5746
C 13.74 -5.35 -3.29 -0.7897
H 7.70 -4.51 -11.79 0.4580
H 7.16 -6.16 -11.33 0.5196
H 8.61 -5.93 -12.30 0.1694
H 10.59 -5.86 -11.26 0.5156
H 12.01 -5.56 -9.24 0.4625
H 8.49 -4.75 -6.97 0.5565
H 7.14 -4.83 -9.19 0.5124
H 12.66 -3.84 -7.54 0.5112
H 14.31 -4.12 -5.58 0.4298
H 11.27 -6.18 -3.53 0.3868
H 9.95 -6.51 -5.71 0.4795
H 14.20 -6.32 -3.48 0.4006
H 13.18 -5.38 -2.36 0.3299
H 14.47 -4.54 -3.30 0.2892
C 6.21 -6.76 -18.48 -0.8449
N 5.94 -6.23 -19.84 0.3467
C 5.52 -4.96 -19.95 -0.4276
C 5.35 -4.41 -21.19 -0.9032
C 5.80 -5.04 -22.37 1.0367
C 6.14 -6.36 -22.20 -0.7193
C 6.22 -6.93 -20.95 -0.3841
C 5.70 -4.42 -23.73 0.8776
C 5.44 -5.14 -24.90 -0.6742
C 5.32 -4.60 -26.21 -0.3048
N 5.49 -3.25 -26.36 0.0032
C 5.71 -2.44 -25.28 -0.2656
C 5.84 -3.01 -24.01 -0.6807
C 5.36 -2.64 -27.73 -0.9406
H 6.92 -7.58 -18.55 0.4376
H 5.24 -7.07 -18.08 0.3131
H 6.54 -5.99 -17.79 -0.0602
H 5.23 -4.47 -19.04 0.7968
H 4.88 -3.44 -21.10 0.5152
H 6.35 -6.99 -23.06 0.4361
H 6.58 -7.93 -20.74 0.4631
H 5.45 -6.22 -24.92 0.2823
H 5.24 -5.14 -27.15 0.4851
H 5.73 -1.38 -25.46 0.4342
H 6.04 -2.39 -23.15 0.4624
H 6.37 -2.67 -28.14 0.3651
H 4.92 -1.64 -27.73 0.3754
H 4.66 -3.20 -28.34 0.3772
C 4.21 -7.57 -12.71 -1.1636
C 3.04 -7.27 -13.63 0.4589
C 2.06 -6.25 -13.08 -0.6569
O 0.97 -6.25 -14.01 -0.1938
C -0.25 -6.61 -13.29 -0.6990
N 3.55 -6.85 -15.03 0.6270
H 3.72 -7.69 -15.58 0.4349
H 2.73 -6.40 -15.45 -0.2278
H 4.39 -6.27 -15.02 -0.2750
H 3.75 -7.64 -11.72 0.5074
H 5.00 -6.82 -12.76 -0.0176
H 4.71 -8.52 -12.85 0.4083
H 2.49 -8.19 -13.85 0.3702
H 2.60 -5.31 -13.14 -0.1192
H 1.71 -6.39 -12.06 0.6984
H -0.41 -7.69 -13.17 0.3394
H -1.03 -6.41 -14.03 0.0646
H -0.35 -6.18 -12.30 0.4240
C 10.60 -4.89 -16.27 -1.0540
C 10.28 -3.42 -16.65 0.0566
C 8.94 -3.31 -17.48 0.0325
O 8.51 -1.93 -17.49 -0.4312
C 7.09 -1.73 -17.73 -0.3695
N 9.90 -2.76 -15.28 -0.1752
H 10.67 -2.79 -14.63 0.4203
H 9.57 -1.80 -15.33 0.4469
H 9.13 -3.27 -14.83 -0.0075
H 9.79 -5.30 -15.65 -0.1168
H 11.48 -5.03 -15.65 0.4529
H 10.67 -5.68 -17.01 0.4135
H 11.11 -2.83 -17.04 0.5547
H 8.15 -3.89 -17.01 -0.4433
H 8.95 -3.73 -18.49 0.5408
H 6.72 -2.20 -18.64 0.1385
H 6.99 -0.66 -17.90 0.4320
H 6.44 -2.08 -16.92 0.0330
B 2.54 -5.17 -17.86 0.2395
F 1.64 -5.63 -16.84 -0.4469
F 3.60 -4.47 -17.27 -0.0987
F 3.07 -6.24 -18.59 -0.3680
F 1.73 -4.34 -18.65 -0.3087
B 6.41 -4.97 -14.75 0.2965
F 6.50 -6.35 -14.83 -0.0836
F 6.05 -4.47 -15.97 -0.0981
F 5.48 -4.64 -13.81 -0.2241
F 7.69 -4.51 -14.42 -0.1478
```

## Properties
Gap between HOMO and LUMO ... 7.83 eV
Electronic energy ... -3400.12247 a.u.
Charge ... +7
Max |F| ... 0.076 hartree/bohr

Record 4
Below is C30H37IrN2OPS5 as an isolated structure in a non-equilibrium geometry, with properties calculated with wB97M-V/def2-TZVPD.

Structure (XYZ):
```
77
Properties=species:S:1:pos:R:3:mulliken_charge:R:1
Ir -0.48 -0.25 0.11 0.7348
C 2.23 -0.11 3.48 -1.9825
C 1.05 0.18 2.60 1.1659
N 1.13 -0.02 1.31 1.1472
N 2.38 -0.41 0.86 -1.2026
C 2.40 -1.04 -0.27 0.6161
S 0.97 -1.41 -1.21 -0.7264
S 3.97 -1.45 -0.87 -0.0389
C 3.63 -2.87 -1.96 -1.3195
C 3.06 -4.06 -1.24 0.4581
C 1.80 -4.55 -1.59 -0.0027
C 1.28 -5.67 -0.94 -0.7279
C 2.01 -6.29 0.06 -0.5116
C 3.27 -5.81 0.40 -0.7098
C 3.79 -4.71 -0.25 -0.3615
C -0.17 0.72 3.24 0.9537
C -0.09 1.05 4.58 -1.2390
C -1.16 1.62 5.30 -0.9351
C -2.38 1.91 4.67 -0.7962
C -2.52 1.63 3.35 -0.6627
C -1.45 1.02 2.59 0.6200
O -1.71 0.79 1.38 -0.5120
H 2.97 -0.69 2.95 0.4385
H 1.91 -0.66 4.37 0.5228
H 2.69 0.82 3.80 0.4027
H 4.64 -3.08 -2.33 0.5900
H 3.03 -2.57 -2.81 0.4502
H 1.26 -4.09 -2.40 0.5049
H 0.32 -6.06 -1.25 0.4990
H 1.61 -7.17 0.55 0.4424
H 3.85 -6.32 1.16 0.4277
H 4.78 -4.34 0.02 0.4067
H 0.82 0.88 5.12 0.5239
H -1.02 1.84 6.34 0.4491
H -3.20 2.34 5.23 0.4899
H -3.44 1.82 2.81 0.5928
C -4.65 -3.65 1.80 -0.6663
C -3.48 -3.48 2.76 -0.7141
S -2.09 -2.44 2.22 0.1515
C -1.45 -3.34 0.80 -0.8577
C -2.10 -3.02 -0.54 -0.6904
S -2.29 -1.27 -1.03 -0.2085
C -3.81 -0.69 -0.20 0.3081
C -5.01 -1.64 -0.22 -1.0555
S -5.60 -2.16 1.41 -0.0777
H -5.36 -4.32 2.28 0.4600
H -4.35 -4.16 0.88 0.2783
H -3.08 -4.45 3.04 0.4138
H -3.82 -3.00 3.68 0.4397
H -1.52 -4.41 0.98 0.7370
H -0.38 -3.12 0.74 0.0740
H -3.11 -3.44 -0.61 0.4216
H -1.52 -3.46 -1.35 0.3250
H -4.04 0.24 -0.73 0.4193
H -3.55 -0.45 0.82 -0.2033
H -4.87 -2.51 -0.86 0.4556
H -5.87 -1.11 -0.65 0.4117
C -0.39 1.04 -3.09 -1.2408
P -0.45 1.48 -1.34 1.3090
C -1.88 2.57 -1.19 -1.2584
C 1.02 2.41 -0.91 0.5025
C 0.95 3.40 0.07 -0.5971
C 2.11 4.07 0.45 -0.8033
C 3.33 3.74 -0.13 -0.5696
C 3.39 2.74 -1.10 -0.6697
C 2.25 2.07 -1.49 -0.5055
H 0.41 0.34 -3.29 0.3701
H -0.25 1.95 -3.67 0.4999
H -1.35 0.59 -3.37 0.4518
H -1.66 3.48 -1.74 0.5309
H -2.10 2.81 -0.15 0.3046
H -2.75 2.09 -1.64 0.4109
H 0.01 3.67 0.52 0.3790
H 2.06 4.85 1.20 0.4711
H 4.22 4.26 0.17 0.4335
H 4.34 2.49 -1.55 0.4607
H 2.31 1.29 -2.24 0.3900
```

## Properties
Gap between HOMO and LUMO (alpha / beta) ... 6.73 / 4.65 eV
Electronic energy ... -3786.27585 a.u.
Charge ... +2
Max |F| ... 0.022 hartree/bohr
Relative energy (zero: lowest compared OMol25 entry of this formula, charge and spin) ... 15.2 kcal per mole
2S+1 ... 2

Record 5
Below is a single C3H4N2O2 molecule in a non-equilibrium geometry, with properties calculated with wB97M-V/def2-TZVPD.

Structure (XYZ):
```
11
Properties=species:S:1:pos:R:3:mulliken_charge:R:1
C 0.21 0.98 1.18 -0.6517
C 0.08 0.29 -1.29 -0.0104
C -0.34 -1.39 -0.05 0.4735
H 0.53 1.76 0.61 0.2925
H -0.62 1.22 1.90 0.2610
H 0.88 0.49 1.95 0.2827
H 0.58 1.23 -1.88 0.2753
N 0.04 -0.05 0.09 0.0747
N -0.23 -0.72 -2.10 -0.3329
O -0.61 -1.73 -1.32 -0.1011
O -0.51 -2.07 0.91 -0.5637
```

## Properties
Gap between HOMO and LUMO ... 10.06 eV
Electronic energy ... -376.62198 a.u.
Max |F| ... 0.106 hartree/bohr
SMILES string ... Cn1cnoc1=O
Relative energy (zero: lowest compared OMol25 entry of this formula, charge and spin) ... 89.0 kcal per mole